(A)
An isolated ion of composition C7H11N4O and charge +1, computed with ωB97M-V/def2-TZVPD.

```
23
Properties=species:S:1:pos:R:3
C -2.28 1.43 -0.63
N -2.02 0.07 -0.20
C -2.94 -0.87 -0.03
N -2.40 -1.96 0.47
C -1.09 -1.67 0.69
C -0.85 -0.41 0.31
C 0.49 0.55 0.07
C 1.39 1.11 1.15
O 2.64 0.40 1.04
C 2.59 -0.35 0.00
N 3.51 -1.24 -0.42
N 1.42 -0.26 -0.69
H -1.60 1.96 -1.50
H -3.24 1.39 -1.20
H -2.47 2.06 0.24
H -3.98 -0.76 -0.45
H -0.54 -2.38 1.23
H 0.01 1.35 -0.60
H 1.66 2.19 1.12
H 1.10 1.04 2.20
H 3.13 -1.93 -1.11
H 4.36 -1.23 0.00
H 1.09 -0.47 -1.68
```

Total charge = +1
Multiplicity = 1
Lowest unoccupied orbital energy = -3.1 eV
Frontier orbital gap = 0.3381 Eh
HOMO level = -12.33 eV



(B)
An isolated ion of composition C7H11N4O and charge +1, computed with ωB97M-V/def2-TZVPD.

```
23
Properties=species:S:1:pos:R:3
C 3.17 -1.94 -0.11
C 1.98 -2.14 0.84
N 0.89 -1.13 0.59
C 0.25 -0.52 1.60
O 0.39 -0.41 2.77
N -0.83 0.36 0.97
C -1.29 1.86 1.80
N -1.51 2.64 0.87
C -1.68 2.61 -0.42
C -1.85 1.27 -0.99
C -2.45 0.85 -2.38
N -1.18 0.36 -0.26
H 3.52 -0.92 0.00
H 4.01 -2.56 0.11
H 2.90 -2.03 -1.31
H 1.65 -3.17 0.51
H 2.42 -2.05 1.85
H 0.81 -0.97 -0.36
H -1.53 1.92 2.83
H -1.80 3.68 -0.95
H -2.39 -0.21 -2.49
H -3.38 1.20 -2.17
H -2.11 1.30 -3.30
```

Total charge = +1
Multiplicity = 1
Lowest unoccupied orbital energy = -5.8 eV
Frontier orbital gap = 0.3038 Eh
HOMO level = -14.05 eV



Which is the most stable structure? (A) is the most stable.



(A)
An isolated ion of composition C4H8BrN2 and charge +1, computed with ωB97M-V/def2-TZVPD.

```
15
Properties=species:S:1:pos:R:3
C -0.19 1.56 -0.31
C 0.21 -1.71 0.33
C 0.44 -0.30 1.06
C 0.97 -1.52 -1.02
N -0.53 0.64 0.58
N -0.85 2.67 -0.61
Br 0.14 -1.49 -2.62
H 0.65 -2.47 1.00
H -0.84 -1.71 0.10
H 0.42 -0.57 2.09
H 1.37 0.10 0.84
H 1.99 -1.56 -0.77
H -1.45 0.60 1.10
H -0.59 2.91 -1.54
H -1.75 2.85 -0.22
```

Total charge = +1
Multiplicity = 1
Lowest unoccupied orbital energy (spin up / spin down) = -5.9 / -6.8 eV
Frontier orbital gap (spin up / spin down) = 0.2598 / 0.1859 Eh
HOMO level (spin up / spin down) = -12.94 / -11.84 eV



(B)
An isolated ion of composition C4H8BrN2 and charge +1, computed with ωB97M-V/def2-TZVPD.

```
15
Properties=species:S:1:pos:R:3
C -2.00 -0.60 0.08
C -2.19 -0.67 -1.30
C -0.65 -0.26 0.56
C 1.72 -0.25 -0.16
N -1.25 -0.11 -2.05
N 0.37 0.17 -0.30
Br -0.70 -0.93 -3.58
H -2.81 -0.66 0.77
H -2.99 -1.26 -1.71
H -0.59 0.48 1.35
H -0.26 -1.14 1.02
H 1.79 -0.65 0.90
H 2.45 0.49 -0.38
H 1.79 -0.93 -0.96
H -0.08 0.60 -1.25
```

Total charge = +1
Multiplicity = 1
Lowest unoccupied orbital energy (spin up / spin down) = -7.1 / -7.1 eV
Frontier orbital gap (spin up / spin down) = 0.2373 / 0.2374 Eh
HOMO level (spin up / spin down) = -13.56 / -13.56 eV



Which is the most stable structure? (A) is the most stable.



(A)
An isolated ion of composition C8H12N3S and charge +1, computed with ωB97M-V/def2-TZVPD.

```
24
Properties=species:S:1:pos:R:3
C -3.46 -0.95 -0.01
C -2.13 -1.31 0.04
C -2.42 0.90 -0.23
C 0.81 -0.55 -0.32
C 3.59 -0.04 0.34
C 2.78 1.21 0.66
C -2.09 2.34 -0.41
C 1.01 -2.05 -0.19
N -3.60 0.42 -0.08
N -1.43 -0.08 0.00
N -0.20 0.21 -0.28
S 2.29 0.41 -0.88
H -4.44 -1.53 0.01
H -1.52 -2.15 0.40
H 3.48 -1.02 0.77
H 4.60 0.08 -0.07
H 2.13 1.18 1.52
H 3.18 2.17 0.45
H -3.10 2.83 -0.51
H -1.40 2.72 0.43
H -1.35 2.31 -1.27
H 1.88 -2.20 0.40
H 1.18 -2.49 -1.17
H 0.23 -2.39 0.40
```

Total charge = +1
Multiplicity = 1
Lowest unoccupied orbital energy = -3.9 eV
Frontier orbital gap = 0.2993 Eh
HOMO level = -12.04 eV



(B)
A 2-piece molecular cluster, C8H12N3S overall, computed with ωB97M-V/def2-TZVPD.

```
24
Properties=species:S:1:pos:R:3
C -3.68 -1.26 -0.23
C -3.42 -0.24 -1.12
C -2.88 -1.50 0.90
C -2.28 0.52 -0.95
C -1.78 -0.67 1.13
C -1.44 0.35 0.14
C 3.08 1.25 0.38
C -0.24 1.11 0.32
N 4.23 0.94 0.94
N 3.23 -1.45 -0.40
N 0.45 1.86 -0.55
S 2.40 -0.01 -0.56
H -4.54 -1.96 -0.23
H -3.90 0.15 -2.01
H -3.16 -2.23 1.58
H -2.08 1.13 -1.84
H -1.26 -0.76 1.99
H 0.30 0.78 1.23
H 4.69 -0.05 1.03
H 2.47 -2.11 -0.20
H 3.65 -1.84 -1.26
H 4.78 1.56 1.41
H 1.37 2.21 -0.32
H -0.02 2.21 -1.37
```

Total charge = +1
Multiplicity = 1
Lowest unoccupied orbital energy = -4.8 eV
Frontier orbital gap = 0.2872 Eh
HOMO level = -12.59 eV



Which is the most stable structure? (B) is the most stable.